Computed, not measured: C31H25BrMoN6O3S as an isolated structure in a non-equilibrium geometry, with ωB97M-V with the def2-TZVPD basis set.

Last column: Löwdin charge in e.
Cartesian coordinates (Å):
Mo 0.0492 0.0460 -0.2197  1.5983
C -0.7659 -2.4059 3.3602  -0.0006
C -0.2998 -1.2957 2.4766  -0.2567
N -0.9254 -1.0116 1.3464  -0.0906
N -2.0837 -1.5981 1.0457  0.1049
C -2.6370 -0.9796 0.0307  -0.4244
O -2.1010 0.0952 -0.4365  -0.1530
C -3.8560 -1.5217 -0.5588  -0.1475
C -4.2296 -2.8404 -0.3025  -0.0208
C -5.3536 -3.3656 -0.9061  -0.0784
C -6.1078 -2.5832 -1.7688  -0.0841
C -5.7483 -1.2664 -2.0136  -0.0749
C -4.6231 -0.7335 -1.4152  -0.0158
C 0.8210 -0.4743 2.7086  -0.1947
C 1.5737 -0.5015 3.9005  0.0001
C 2.5630 0.4169 4.1142  -0.0421
C 2.8096 1.3642 3.1041  -0.0365
C 2.0787 1.3135 1.9440  -0.1815
N 1.0998 0.4289 1.7038  -0.0399
H -1.8230 -2.5720 3.1686  0.0728
H -0.6082 -2.1841 4.4106  0.0728
H -0.2171 -3.3180 3.1150  0.0957
H -3.6178 -3.4303 0.3606  0.1086
H -5.6450 -4.3874 -0.7104  0.1023
H -6.9731 -3.0030 -2.2600  0.1007
H -6.3497 -0.6567 -2.6737  0.1041
H -4.3236 0.2894 -1.5944  0.1197
H 1.3449 -1.2495 4.6411  0.1076
H 3.1333 0.4256 5.0312  0.1114
H 3.5707 2.1183 3.2230  0.1076
H 2.3053 2.0151 1.1525  0.0390
O -0.3265 1.1692 -1.7429  -0.3846
C -1.1394 1.1517 -2.7597  -0.3151
C -1.5559 2.3373 -3.3855  -0.0011
C -2.3807 2.3042 -4.4906  -0.0800
C -2.8416 1.0880 -4.9964  -0.1017
C -2.4567 -0.0868 -4.4009  -0.0411
C -1.6031 -0.0900 -3.2852  -0.1569
C -1.1770 -1.3140 -2.7277  -0.0376
N -0.4037 -1.4302 -1.6706  -0.1111
N -0.0392 -2.6917 -1.3830  0.0937
C 0.7869 -2.7167 -0.3774  -0.4285
O 1.1347 -1.6121 0.1843  -0.2936
C 1.3303 -3.9998 0.0661  -0.1455
C 2.4493 -4.0323 0.8931  -0.0190
C 3.0112 -5.2481 1.2336  -0.0814
C 2.4506 -6.4263 0.7660  -0.0894
C 1.3076 -6.3955 -0.0192  -0.0796
C 0.7431 -5.1861 -0.3707  -0.0236
H -1.2100 3.2777 -2.9834  0.1098
H -2.6653 3.2295 -4.9702  0.1016
H -3.4889 1.0689 -5.8592  0.0961
H -2.7955 -1.0392 -4.7805  0.1124
H -1.4863 -2.2411 -3.2076  0.1394
H 2.8739 -3.0979 1.2336  0.1169
H 3.8988 -5.2808 1.8481  0.1013
H 2.9109 -7.3713 1.0133  0.0996
H 0.8696 -7.3180 -0.3703  0.1014
H -0.1412 -5.1235 -0.9840  0.1075
S -0.6580 4.6303 0.8871  1.0493
C -1.7415 3.6376 1.7880  -0.3661
C -1.5232 2.3280 1.5064  -0.2168
N -0.5330 2.0956 0.6099  -0.1420
C 0.0156 3.2104 0.2007  -0.4610
H -2.4523 4.0685 2.4630  0.0644
H -2.0693 1.4980 1.9223  0.1150
H 0.8204 3.2577 -0.5106  0.0629
Br 2.4419 0.7055 -1.1747  0.1004

The LUMO energy (alpha / beta) is -0.033 / -0.033 Ha. As for the HOMO energy (alpha / beta): -0.252 / -0.252 Ha. The value obtained for the energy above the lowest of the compared OMol25 structures with the same formula, charge and spin is 1.3 kcal/mol. The gap between HOMO and LUMO (alpha / beta) is 5.96 / 5.96 eV.